Computed, not measured: an isolated ion of composition C6H8BrIN and charge +1, with ωB97M-V with the def2-TZVPD basis set.

Each line ends with the natural charge from an NBO analysis.
CARTESIAN COORDINATES (ANGSTROEM)
C1 0.789 -0.210 -1.608  -0.274
C2 1.103 -1.268 -0.840  -0.209
C3 -0.989 0.906 -0.374  -0.363
C4 -0.285 0.684 -1.515  0.003
C5 -0.805 0.136 0.796  -0.071
C6 0.355 -1.642 0.395  -0.269
N1 0.086 0.988 1.704  -0.710
Br1 -0.608 1.814 -3.051  0.132
I1 -1.154 -3.117 0.016  0.250
H1 1.348 -0.115 -2.496  0.251
H2 2.055 -1.776 -0.947  0.248
H3 -1.727 1.684 -0.232  0.242
H4 -1.749 -0.129 1.288  0.243
H5 0.821 -1.631 1.296  0.183
H6 0.072 1.881 1.197  0.447
H7 1.013 0.664 1.685  0.437
H8 -0.326 1.131 2.686  0.459

Atomic forces in eV per Å
1.1 -2.4 -0.4
-0.1 0.8 1.5
-0.1 0.4 -2.8
-2.3 2.3 1.0
2.1 -4.1 1.0
-4.3 3.4 -2.9
-3.0 1.1 1.3
0.2 -0.7 0.9
0.7 0.4 0.4
0.9 0.3 -0.8
-0.2 -0.2 -0.5
-0.2 0.3 -0.7
0.6 -0.2 0.2
1.5 -0.7 2.5
0.3 0.3 0.6
1.6 -0.6 0.4
1.2 -0.4 -1.6

SMILES	[NH3+]/C=C/C(Br)=C\C=C\I
HOMO	-0.4714	hartree
charge	+1
HOMO-LUMO gap	8.397	eV

---

Computed, not measured: one molecule with the formula C6H8BrN, with ωB97M-V with the def2-TZVPD basis set.

Each line ends with the natural charge from an NBO analysis.
CARTESIAN COORDINATES (ANGSTROEM)
C1 -1.861 2.800 0.737  0.280
C2 -0.119 0.130 -0.096  -0.041
C3 1.143 -0.266 -0.423  -0.130
C4 -0.585 1.352 -0.857  -0.271
C5 -1.164 -0.496 0.837  -0.515
C6 1.818 -1.501 0.068  -0.654
N1 -1.243 2.170 0.019  -0.516
Br1 -2.802 -1.221 0.144  0.029
H1 -1.394 0.260 1.669  0.253
H2 1.788 0.493 -0.916  0.205
H3 0.331 1.879 -1.287  0.222
H4 -1.150 1.100 -1.746  0.233
H5 -0.698 -1.337 1.416  0.232
H6 2.908 -1.344 0.364  0.225
H7 1.767 -2.085 -0.829  0.231
H8 1.261 -1.936 0.901  0.217

Atomic forces in eV per Å
-1.6 1.8 2.1
0.5 -0.6 -1.5
-0.9 1.2 2.0
2.6 -0.4 -1.1
2.2 0.2 2.3
0.9 0.8 0.3
0.2 0.1 -1.3
-0.1 0.2 -0.4
-0.1 -0.9 -1.5
-0.6 -0.8 -0.1
-1.1 -0.5 0.7
-0.7 -0.1 0.1
-0.4 0.7 -0.8
-1.5 -0.2 -0.4
0.4 -1.3 -0.1
0.2 -0.3 -0.3

HOMO	-0.3597	hartree
HOMO-LUMO gap	10.460	eV

---

Computed, not measured: one molecule with the formula C6H8Cl2NO3, with ωB97M-V with the def2-TZVPD basis set.

Each line ends with the Löwdin spin population.
CARTESIAN COORDINATES (ANGSTROEM)
C1 -0.816 -0.532 -0.718  0.050
C2 -1.761 0.220 0.121  0.515
C3 -1.598 0.460 1.572  0.049
O1 -0.489 0.728 2.012  0.119
C4 -1.404 -1.198 -1.949  0.003
Cl1 -0.102 -1.860 0.315  0.028
Cl2 -3.181 0.864 -0.597  0.155
C5 -2.786 0.322 2.480  0.004
H1 -0.617 -1.724 -2.501  0.000
H2 -2.173 -1.930 -1.677  -0.001
H3 -1.848 -0.445 -2.612  0.000
H4 -3.423 1.216 2.420  0.000
H5 -3.399 -0.543 2.190  0.001
H6 -2.429 0.195 3.507  0.000
C6 0.519 0.552 -1.209  0.054
H7 1.005 0.883 -0.291  0.000
H8 0.043 1.367 -1.764  0.001
N1 1.514 -0.090 -2.075  0.007
O2 2.400 -0.732 -1.543  0.008
O3 1.388 0.032 -3.281  0.006

Atomic forces in eV per Å
2.7 0.5 -0.8
-0.5 0.4 0.1
0.9 0.1 0.4
-0.5 -0.2 -0.5
0.0 0.2 -0.4
-0.1 0.4 -0.4
0.2 -0.2 0.1
-0.4 0.0 0.0
-0.2 0.2 0.2
0.1 0.2 0.1
0.1 -0.2 0.1
0.2 -0.2 0.0
0.1 0.2 0.1
-0.1 0.1 -0.3
-2.4 -0.8 1.3
-0.1 -0.2 -0.1
0.2 -0.3 0.1
0.3 -0.7 -0.2
-0.3 0.2 0.1
-0.2 0.1 0.1

HOMO (alpha / beta)	-0.3373 / -0.3815	hartree
multiplicity	2
HOMO-LUMO gap (alpha / beta)	9.157 / 8.608	eV

---

The records above yield ΔE to the lowest compared entry with this formula, charge and spin values of 261.2; 109.3; 0.0 kJ/mol, respectively.
The records above yield max |F| values of 6.2; 3.2; 2.9 eV/Å, respectively.